No. 1
Entry from OMol25: a cluster of 13 separate species, C6H37NO13 in total at a distorted geometry (ωB97M-V/def2-TZVPD).

Last column: Löwdin charge in e.
Geometry (Å):
C  -2.090  0.821  0.263  -0.18
O  -2.639  -0.256  -0.559  -0.14
C  -0.591  0.632  0.173  -0.16
C  0.076  0.704  1.564  -0.20
C  0.584  2.104  1.919  -0.23
N  3.494  2.359  -0.496  0.02
C  2.569  1.874  0.452  -0.18
C  1.633  2.658  1.047  -0.15
H  -2.496  1.762  -0.183  0.13
H  -2.507  0.661  1.242  0.10
H  -3.614  -0.133  -0.593  0.14
H  -0.399  -0.376  -0.239  0.12
H  -0.166  1.359  -0.582  0.10
H  0.975  -0.005  1.623  0.12
H  -0.588  0.332  2.326  0.06
H  0.993  2.001  2.972  0.13
H  -0.242  2.817  2.005  0.11
H  3.689  3.347  -0.448  0.09
H  4.364  1.786  -0.584  0.11
H  2.624  0.785  0.660  0.13
H  1.688  3.734  0.921  0.10
H  -0.355  -3.802  -1.310  -0.06
H  -1.749  -4.305  -1.889  0.12
O  -1.169  -4.147  -1.069  -0.04
H  0.411  -1.015  5.189  0.09
H  0.161  -1.166  3.632  -0.02
O  0.119  -0.504  4.362  -0.12
H  1.153  -0.918  -3.995  0.12
H  0.036  -0.500  -2.981  0.01
O  1.007  -0.752  -3.017  -0.09
H  -1.845  -0.452  3.922  0.01
H  -2.423  -1.339  2.822  0.00
O  -2.625  -0.561  3.344  -0.06
H  0.706  -2.723  1.897  0.00
H  -0.843  -2.419  1.856  0.02
O  -0.023  -2.366  2.439  -0.10
H  -1.808  -3.129  0.155  -0.01
H  -2.271  -1.681  0.275  0.03
O  -2.145  -2.515  0.816  -0.07
H  -0.556  3.232  0.148  0.05
H  -0.749  4.633  -0.614  0.03
O  -1.051  3.769  -0.554  -0.03
H  -0.990  2.978  -2.096  -0.02
H  0.169  2.425  -2.973  0.04
O  -0.835  2.528  -2.923  -0.08
H  1.782  -3.587  -2.317  0.04
H  1.110  -2.191  -2.229  0.06
O  1.198  -3.111  -1.794  -0.05
H  1.745  -4.285  0.892  0.05
H  1.604  -3.115  -0.154  0.03
O  1.865  -3.345  0.795  -0.07
H  -1.857  -0.151  -2.087  0.00
H  -1.314  0.923  -2.951  0.02
O  -1.459  -0.056  -2.954  -0.05
H  2.312  2.000  -2.261  -0.03
H  1.567  0.883  -2.906  -0.02
O  1.761  1.799  -2.954  0.00

HOMO in eV: -8.4
Electronic energy in a.u.: -1283.69431
Largest force on an atom in eV Å⁻¹: 5.0
Orbital gap in eV: 8.5

No. 2
Entry from OMol25: a cluster of 15 separate species, C6H39NO14 in total at a distorted geometry (ωB97M-V/def2-TZVPD).

Last column: Löwdin charge in e.
Geometry (Å):
C  -3.329  1.850  0.501  -0.06
N  -0.510  2.523  0.193  0.07
C  -0.960  1.081  0.169  -0.26
C  -2.294  0.838  0.307  -0.31
C  -2.863  -0.543  0.457  -0.13
C  -3.258  -1.215  -0.623  0.02
C  0.179  0.103  0.315  -0.04
H  -4.308  1.421  0.886  0.12
H  -3.134  2.740  1.084  0.08
H  -3.774  2.395  -0.277  0.07
H  -1.176  3.070  0.730  0.06
H  0.365  2.690  0.859  0.12
H  -2.973  -0.956  1.446  0.11
H  -3.650  -2.264  -0.517  0.08
H  -3.011  -0.955  -1.650  0.05
H  0.749  -0.060  -0.693  0.06
H  1.090  0.498  0.839  0.08
H  -0.038  -0.959  0.632  0.09
H  2.435  -1.095  -0.951  -0.02
H  3.232  -2.450  -1.085  0.10
O  2.845  -1.653  -1.557  -0.03
H  0.122  -0.250  -2.310  -0.01
H  0.196  -1.745  -2.730  0.05
O  -0.414  -1.048  -2.316  -0.11
H  1.044  -5.245  0.000  0.00
H  0.669  -3.789  -0.396  0.05
O  1.443  -4.507  -0.426  -0.11
H  0.631  3.028  3.692  0.09
H  1.042  2.012  2.824  -0.06
O  0.221  2.385  3.071  -0.06
H  -1.670  -3.187  -0.626  0.05
H  -0.635  -2.036  -0.865  -0.02
O  -0.810  -2.840  -0.381  -0.06
H  -1.185  2.084  -3.138  0.02
H  -0.544  2.767  -1.878  0.02
O  -0.397  2.527  -2.802  -0.05
H  1.482  -2.790  -2.345  -0.03
H  2.000  -2.847  -3.767  0.03
O  1.272  -2.806  -3.237  0.03
H  3.321  2.059  1.894  -0.01
H  2.584  0.994  2.831  0.04
O  2.591  1.913  2.444  -0.08
H  3.468  3.053  0.176  0.05
H  2.808  1.759  -0.680  0.06
O  3.424  2.104  0.034  -0.07
H  -0.325  -0.811  3.208  0.05
H  -0.011  -1.998  3.894  -0.01
O  0.359  -1.601  3.180  -0.07
H  1.984  -1.174  2.618  0.10
H  3.402  -0.759  2.071  0.03
O  2.928  -0.696  2.904  -0.12
H  -1.565  0.036  -3.018  -0.03
H  -2.713  0.751  -2.290  0.03
O  -2.268  0.646  -3.145  -0.04
H  0.888  1.672  -2.525  0.03
H  1.628  0.695  -3.468  0.05
O  1.489  0.848  -2.558  -0.08
H  -0.934  1.007  3.532  0.01
H  -1.610  0.398  2.242  0.02
O  -1.532  0.333  3.225  -0.05

HOMO in eV: -9.0
Electronic energy in a.u.: -1360.01206
Largest force on an atom in eV Å⁻¹: 4.8
Orbital gap in eV: 9.2

No. 3
Entry from OMol25: a cluster of 14 separate species, C6H39NO14 in total at a distorted geometry (ωB97M-V/def2-TZVPD).

Last column: Löwdin charge in e.
Geometry (Å):
O  2.393  1.607  2.710  0.01
C  1.563  0.762  2.423  -0.20
C  1.882  -0.290  1.382  -0.17
N  1.001  -0.226  0.225  -0.04
C  1.265  -1.351  -0.686  -0.20
C  0.771  -1.062  -2.095  -0.41
C  1.371  -2.067  -3.075  -0.07
C  -0.752  -1.066  -2.160  -0.05
H  0.617  0.697  2.961  0.12
H  2.949  -0.247  1.126  0.12
H  1.691  -1.247  1.880  0.13
H  1.120  0.652  -0.235  0.10
H  0.768  -2.223  -0.266  0.11
H  2.346  -1.547  -0.723  0.12
H  1.123  -0.078  -2.373  0.12
H  1.045  -1.881  -4.098  0.08
H  2.462  -1.962  -3.105  0.08
H  1.097  -3.091  -2.828  0.08
H  -1.205  -0.297  -1.528  0.07
H  -1.161  -2.034  -1.847  0.05
H  -1.098  -0.840  -3.169  0.09
H  0.581  -4.534  0.139  0.05
H  -0.803  -4.707  0.823  0.01
O  -0.282  -4.961  0.023  -0.08
H  -2.562  1.405  0.823  0.01
H  -1.571  2.576  1.049  0.01
O  -2.475  2.371  0.708  -0.09
H  -1.405  -3.208  2.501  0.02
H  -2.456  -3.620  1.404  0.01
O  -1.780  -3.979  2.012  -0.08
H  3.619  1.994  -2.408  0.04
H  3.466  2.089  -0.821  0.00
O  3.000  1.893  -1.675  -0.08
H  0.142  3.283  2.571  0.07
H  0.516  3.480  1.100  0.04
O  0.052  2.846  1.722  -0.07
H  -1.414  -1.048  2.417  0.00
H  -1.645  -1.438  3.926  0.08
O  -1.037  -1.564  3.165  -0.08
H  -4.300  -2.874  0.058  0.09
H  -2.955  -3.191  -0.655  0.04
O  -3.347  -2.737  0.150  -0.08
H  -1.299  -0.324  0.560  0.05
H  -2.647  -1.117  0.617  0.05
O  -2.159  -0.361  1.050  -0.09
H  -1.652  -3.619  -2.439  0.02
H  -1.421  -4.531  -1.226  0.03
O  -2.125  -4.128  -1.801  -0.06
H  0.475  3.404  -2.686  -0.01
H  -1.038  3.507  -2.821  -0.01
O  -0.211  3.453  -3.366  -0.09
H  1.267  4.168  -0.837  0.03
H  2.304  4.473  0.252  0.05
O  1.370  4.562  0.027  -0.02
H  -2.654  4.442  -1.493  0.02
H  -2.520  3.039  -0.912  0.03
O  -2.453  3.572  -1.758  -0.06
H  4.909  2.715  1.166  0.07
H  3.483  2.224  1.522  0.01
O  4.021  2.616  0.795  -0.07

HOMO in eV: -9.9
Electronic energy in a.u.: -1360.18072
Largest force on an atom in eV Å⁻¹: 2.0
Orbital gap in eV: 10.0

No. 4
Entry from OMol25: the molecule C6H3BrF2 at a distorted geometry (ωB97M-V/def2-TZVPD).

Last column: Löwdin charge in e.
Geometry (Å):
F  2.587  -0.803  -0.293  0.04
C  1.306  -0.409  -0.003  -0.28
C  0.351  -1.382  0.208  -0.03
C  -0.949  -1.024  0.292  -0.03
C  -1.271  0.305  0.042  -0.30
F  -2.601  0.538  0.075  0.03
C  -0.318  1.329  -0.297  -0.60
Br  -0.972  3.079  -0.624  0.77
C  1.019  0.930  -0.169  -0.04
H  0.609  -2.518  0.254  0.16
H  -1.644  -1.716  0.713  0.12
H  1.884  1.671  -0.198  0.15

HOMO in eV: -9.3
Electronic energy in a.u.: -3004.15470
Largest force on an atom in eV Å⁻¹: 3.5
SMILES: Fc1ccc(F)c(Br)c1
Orbital gap in eV: 9.9

No. 5
Entry from OMol25: the molecule C6H3ClO4 at a distorted geometry (ωB97M-V/def2-TZVPD).

Last column: Löwdin charge in e.
Geometry (Å):
O  -0.143  2.836  -0.128  0.10
C  -0.823  1.977  -0.549  -0.79
Cl  -2.596  2.060  -0.427  0.66
C  -0.349  0.686  -1.209  -0.11
C  0.164  -0.268  -0.169  -0.11
C  -0.418  -1.362  0.333  0.12
C  0.463  -1.899  1.406  -0.42
O  0.330  -2.856  2.089  0.18
O  1.608  -1.111  1.455  0.14
C  1.513  -0.140  0.472  -0.39
O  2.337  0.689  0.310  0.21
H  0.460  0.963  -1.900  0.14
H  -1.165  0.220  -1.761  0.11
H  -1.380  -1.796  0.078  0.14

HOMO in eV: -11.2
Electronic energy in a.u.: -991.60800
Largest force on an atom in eV Å⁻¹: 1.2
SMILES: O=C(Cl)CC1=CC(=O)OC1=O
Orbital gap in eV: 9.9

No. 6
Entry from OMol25: the molecule C6H3F3O3S2 at a distorted geometry (ωB97M-V/def2-TZVPD).

Last column: Löwdin charge in e.
Geometry (Å):
C  -0.493  -0.228  -0.244  -0.29
C  -0.052  -1.757  1.839  -0.29
C  -1.521  -2.801  -0.174  -0.79
C  -0.509  1.202  -0.589  -0.61
C  0.351  2.598  -2.235  -0.05
C  1.154  -1.083  2.494  -0.70
O  -1.993  -3.543  -0.959  0.04
O  -0.968  2.164  -0.032  0.11
O  0.247  1.288  -1.752  -0.08
F  0.891  -0.717  3.731  0.15
F  2.389  -1.676  2.542  0.08
F  1.423  0.012  1.739  0.11
S  -1.960  -0.945  -0.246  1.04
S  0.064  -2.992  0.767  0.99
H  0.835  3.070  -1.406  0.10
H  -0.653  2.970  -2.288  0.09
H  0.796  2.435  -3.186  0.10

HOMO in eV: -8.9
Electronic energy in a.u.: -1551.91062
Largest force on an atom in eV Å⁻¹: 3.0
Orbital gap in eV: 7.1

No. 7
Entry from OMol25: the molecule C6H3F6NO at a distorted geometry (ωB97M-V/def2-TZVPD).

Last column: Löwdin charge in e.
Geometry (Å):
C  1.028  -0.192  -0.251  -0.23
C  -0.658  -1.893  -0.595  -0.30
C  0.200  1.040  -0.687  -0.38
C  -1.554  -0.472  0.646  -0.27
C  -1.348  0.752  -0.206  -0.39
C  2.207  -0.013  0.547  0.01
N  0.529  -1.332  -0.473  0.21
O  -1.180  -2.854  -0.934  0.20
F  0.246  1.184  -1.993  0.17
F  0.656  2.162  -0.091  0.12
F  -2.910  -0.686  0.777  0.09
F  -0.874  -0.522  1.801  0.12
F  -2.082  0.654  -1.302  0.16
F  -1.719  1.898  0.397  0.14
H  3.069  -0.536  0.255  0.07
H  1.951  -0.252  1.706  0.17
H  2.438  1.062  0.403  0.09

HOMO (spin up / spin down) in eV: -9.3 / -9.3
Electronic energy in a.u.: -959.52415
Largest force on an atom in eV Å⁻¹: 6.0
Orbital gap (spin up / spin down) in eV: 8.2 / 8.2

No. 8
Entry from OMol25: the molecule C6H3N at a distorted geometry (ωB97M-V/def2-TZVPD).

Last column: Löwdin spin population.
Geometry (Å):
C  0.529  0.116  0.477  0.07
C  0.382  1.473  0.154  0.14
C  -0.701  -0.500  0.281  0.20
C  -2.741  0.099  0.415  1.22
C  -1.597  0.745  -0.026  0.17
C  -1.899  -0.987  -0.236  0.13
N  -0.837  1.806  -0.283  0.06
H  1.422  -0.472  0.879  0.00
H  1.266  2.059  0.282  0.01
H  -2.057  -1.759  -1.102  0.00

HOMO (spin up / spin down) in eV: -6.7 / -9.4
Electronic energy in a.u.: -284.85629
Largest force on an atom in eV Å⁻¹: 2.9
Spin multiplicity: 3
Orbital gap (spin up / spin down) in eV: 7.1 / 7.3
Expectation value of S²: 2.025

No. 9
Entry from OMol25: the ion C6H3O3 with charge -1 at a distorted geometry (ωB97M-V/def2-TZVPD).

Last column: Löwdin charge in e.
Geometry (Å):
O  -2.426  0.120  1.607  -0.33
C  -1.127  0.521  0.835  -0.24
C  -0.612  1.669  0.249  0.01
C  0.410  1.812  -0.460  -0.02
C  1.230  0.723  -1.030  -0.12
C  0.836  -0.565  -0.258  -0.36
O  1.494  -1.599  -0.439  0.01
C  -0.375  -0.605  0.485  -0.29
O  -0.838  -1.779  0.957  0.01
H  0.856  0.561  -1.959  0.07
H  2.328  0.793  -1.347  0.14
H  -1.775  -1.650  1.359  0.12

HOMO in eV: -3.3
Electronic energy in a.u.: -456.00770
Charge: -1
Largest force on an atom in eV Å⁻¹: 8.1
SMILES: O=C1C#CCC([O-])=C1O
Orbital gap in eV: 6.7

No. 10
Entry from OMol25: a structure of composition C6H3O5Rb at a distorted geometry (ωB97M-V/def2-TZVPD).

Last column: Löwdin charge in e.
Geometry (Å):
C  -1.719  -0.636  0.377  -0.12
C  -0.845  0.645  0.548  -0.08
O  -1.868  2.751  -0.486  0.47
C  -1.410  1.843  -0.033  0.13
O  -1.160  -1.663  0.118  0.13
H  -2.802  -0.535  0.554  0.16
Rb  -2.205  -5.606  -0.437  0.97
H  -0.783  0.851  1.657  0.23
O  2.632  -0.120  -0.256  0.17
C  2.295  0.804  -1.195  -0.48
C  1.575  -0.293  0.579  0.04
O  2.988  1.181  -2.082  0.24
O  1.015  1.172  -0.969  0.17
C  0.583  0.500  0.149  -0.21
H  1.706  -0.893  1.474  0.17

HOMO in eV: -16.0
Electronic energy in a.u.: -630.07161
Charge: +2
Largest force on an atom in eV Å⁻¹: 2.7
Orbital gap in eV: 7.5

No. 11
Entry from OMol25: the molecule C6H4 at a distorted geometry (ωB97M-V/def2-TZVPD).

Last column: Löwdin charge in e.
Geometry (Å):
C  0.363  -0.171  1.574  0.05
C  0.290  -1.305  0.927  -0.05
C  0.152  1.147  1.342  -0.15
C  -0.248  1.258  -0.035  0.03
C  -0.281  0.130  -0.929  -0.27
C  -0.116  -1.208  -0.333  -0.14
H  0.467  2.092  1.802  0.09
H  -1.033  0.036  -1.670  0.10
H  0.674  0.169  -1.526  0.17
H  -0.268  -2.149  -1.153  0.16

HOMO (spin up / spin down) in eV: -8.2 / -8.2
Electronic energy in a.u.: -230.74431
Largest force on an atom in eV Å⁻¹: 5.5
Orbital gap (spin up / spin down) in eV: 7.4 / 7.4

No. 12
Entry from OMol25: a cluster of 15 separate species, C6H41NO14 in total at a distorted geometry (ωB97M-V/def2-TZVPD).

Last column: Löwdin charge in e.
Geometry (Å):
C  0.265  -0.717  2.863  -0.06
C  0.124  0.045  1.550  -0.36
C  0.610  -0.755  0.321  -0.14
C  2.023  -0.513  -0.090  -0.32
C  3.069  -1.275  0.207  0.04
C  2.206  0.718  -0.957  -0.05
N  -1.384  0.315  1.349  0.06
H  -0.032  -1.761  2.691  0.08
H  1.208  -0.827  3.369  0.05
H  -0.389  -0.357  3.691  0.09
H  0.710  0.965  1.665  0.12
H  0.514  -1.850  0.563  0.09
H  -0.103  -0.700  -0.488  0.09
H  3.003  -1.969  1.035  0.04
H  4.117  -1.086  0.000  0.09
H  2.813  1.535  -0.564  0.09
H  1.288  1.167  -1.333  0.07
H  2.848  0.402  -1.798  0.07
H  -1.829  0.410  2.261  0.07
H  -1.718  -0.583  0.990  0.07
H  -0.843  4.183  0.683  0.07
H  -0.849  2.630  0.595  0.00
O  -0.275  3.403  0.641  -0.06
H  0.960  -0.655  -3.424  0.02
H  1.846  -1.389  -4.553  0.05
O  1.802  -0.721  -3.868  -0.04
H  -1.223  2.596  2.792  -0.01
H  -0.087  3.609  2.566  0.03
O  -0.506  3.042  3.251  -0.08
H  3.063  -1.411  2.416  -0.04
H  3.411  -0.297  3.278  -0.02
O  3.506  -1.287  3.269  -0.10
H  -3.218  -2.707  -1.293  -0.01
H  -3.514  -3.407  0.044  0.05
O  -3.655  -3.468  -0.902  -0.05
H  1.475  -3.096  0.970  0.00
H  1.874  -3.645  -0.441  0.03
O  1.409  -3.815  0.348  -0.03
H  -1.887  4.247  -2.954  0.02
H  -1.166  3.820  -1.692  -0.01
O  -1.487  4.599  -2.165  -0.06
H  -1.828  1.062  -0.859  -0.01
H  -2.637  1.218  -2.058  0.02
O  -2.253  1.758  -1.371  -0.06
H  2.409  1.391  -4.201  -0.01
H  1.569  2.767  -4.134  0.03
O  2.402  2.323  -3.993  -0.05
H  -3.606  2.611  0.573  0.01
H  -4.279  2.637  1.958  0.03
O  -3.761  3.171  1.347  -0.06
H  -1.448  -2.165  -3.239  0.09
H  -1.227  -2.728  -1.883  -0.01
O  -1.399  -1.908  -2.308  -0.04
H  -2.807  -0.836  -1.931  0.00
H  -4.340  -0.939  -1.405  0.06
O  -3.492  -0.492  -1.338  -0.07
H  3.989  1.651  2.831  0.07
H  2.581  1.356  3.402  0.05
O  3.526  1.331  3.605  -0.02
H  -1.892  -4.709  -0.882  0.04
H  -0.409  -4.678  -0.240  0.03
O  -1.074  -4.215  -0.758  -0.07

HOMO in eV: -9.9
Electronic energy in a.u.: -1361.23922
Largest force on an atom in eV Å⁻¹: 2.7
Orbital gap in eV: 9.4